(1)
The following is a quantum chemistry calculation of a gas-phase ion, C3H9N3O3P (charge -1), from OMol25.

Values from the calculation:
* HOMO energy (alpha / beta): -3.13 / -3.09 eV
* charge: -1
* gap between HOMO and LUMO (alpha / beta): 6.73 / 6.68 eV
* energy above the lowest of the compared OMol25 structures with the same formula, charge and spin: 337.71 kJ/mol

Each line ends with the natural charge from an NBO analysis.
Element x y z (Å)
P -2.603787 -0.008373 0.032929  2.3112
O -2.626822 -1.519961 -0.601620  -0.9830
O -3.434722 -0.015342 1.273858  -1.1595
O -2.805293 0.975475 -1.058510  -1.1632
N -0.270955 1.224527 -0.027954  -0.5434
N 2.000040 0.548093 -0.642879  -0.6366
N 0.974626 -1.595170 -0.435757  -0.9667
C -0.849116 0.188440 0.560886  -0.1080
C 2.059768 -0.788416 -0.024869  -0.0584
C 1.157528 1.487663 0.037324  -0.0573
H 0.767960 -2.296326 0.274514  0.3045
H 1.448266 1.498080 1.095685  0.1807
H -2.779364 -2.080115 0.155389  0.4818
H 1.661100 0.414703 -1.592411  0.3593
H 1.329535 2.480724 -0.395804  0.1819
H -0.451428 -0.153091 1.502651  0.2025
H 2.156253 -0.613689 1.071132  0.1075
H -0.773306 1.474725 -0.880225  0.4322
H 3.039719 -1.221951 -0.344345  0.1143

Cartesian forces (eV/Å) of the 2 atoms listed first:
-1.13 -0.79 -0.02
0.13 0.85 -0.04


(2)
The following is a quantum chemistry calculation of 3 unconnected molecules or ions with the total composition C3H9N3O6, from OMol25.

Values from the calculation:
* HOMO energy (alpha / beta): -0.49 / -3.92 eV
* ⟨S²⟩: 0.754
* charge: -1
* gap between HOMO and LUMO (alpha / beta): 2.77 / 6.19 eV
* energy above the lowest of the compared OMol25 structures with the same formula, charge and spin: 39.64 kJ/mol
* 2S+1: 2

Each line ends with the Löwdin spin population.
Element x y z (Å)
O -0.148449 -1.351744 -0.593539  0.2744
O 2.553695 3.188510 4.133874  0.0002
O -2.994580 -3.073975 -4.054906  0.0015
O -1.589533 -4.510699 -4.879583  0.0001
O 0.375413 -0.004771 -2.282369  0.2194
O 1.341348 1.731032 3.152171  0.0037
N -1.827988 -3.538522 -4.313029  0.0002
N 0.235310 -0.281283 -1.018483  0.4330
N 1.514161 2.631508 3.965415  0.0002
C 0.336258 2.919034 4.872407  0.0004
C 0.417418 0.759688 0.032723  0.0268
C -0.646887 -2.756518 -3.809425  0.0037
H 1.216520 0.517299 0.733284  0.0123
H -0.496211 3.181784 4.219681  0.0006
H 0.057996 2.086358 5.518403  0.0000
H 0.667372 1.751677 -0.343552  0.0012
H -1.026648 -1.857092 -3.324733  0.0027
H -0.591613 0.672170 0.435562  0.0181
H 0.619642 3.824012 5.409813  0.0000
H -0.035740 -2.565260 -4.691480  0.0003
H 0.022517 -3.323210 -3.162234  0.0011

Cartesian forces (eV/Å) of the 2 atoms listed first:
-1.63 -4.37 1.43
1.02 1.28 0.47


(3)
The following is a quantum chemistry calculation of a molecular structure, C3H9N3P, from OMol25.

Values from the calculation:
* HOMO energy: -13.86 eV
* charge: +1
* gap between HOMO and LUMO: 9.13 eV
* energy above the lowest of the compared OMol25 structures with the same formula, charge and spin: 140.05 kJ/mol

Each line ends with the natural charge from an NBO analysis.
Element x y z (Å)
P 1.069183 0.568510 -1.264205  1.0414
N -1.097564 -0.348097 -1.157581  -0.8537
N 0.171102 1.646554 -0.160076  -0.6550
N 0.811257 -0.688337 -0.029982  -0.6824
C 0.034598 1.223843 1.035791  0.2715
C 0.604538 -0.080363 1.311980  -0.3367
C -0.257655 -1.422110 -0.581915  -0.0958
H -1.650150 -0.948288 -1.867824  0.4014
H -1.735762 -0.073277 -0.447267  0.3608
H -0.344278 1.856931 1.757551  0.2303
H -0.298696 2.516723 -0.363292  0.4467
H 0.068157 -2.058994 -1.461047  0.2118
H 1.385909 -0.195263 1.985257  0.2801
H -0.120027 -0.743137 1.761513  0.2601
H -0.832400 -2.156010 -0.033454  0.2194
H 2.191789 0.901313 -0.485449  -0.0997

Cartesian forces (eV/Å) of the 2 atoms listed first:
1.03 -1.18 1.34
-2.10 -3.65 -2.61


(4)
The following is a quantum chemistry calculation of C3H9N3S in the gas phase, from OMol25.

Values from the calculation:
* structure (SMILES): NCCNNC=S
* HOMO energy: -8.20 eV
* gap between HOMO and LUMO: 8.78 eV
* energy above the lowest of the compared OMol25 structures with the same formula, charge and spin: 390.09 kJ/mol

Each line ends with the natural charge from an NBO analysis.
Element x y z (Å)
S 2.656729 -0.863268 -0.792918  -0.1429
N 0.482086 -0.760616 1.174832  -0.4556
N 1.198295 0.388251 0.895935  -0.4247
N -1.297945 0.965582 -1.229961  -0.7998
C -1.579584 -0.015041 -0.019284  -0.2706
C 2.101611 0.443450 -0.008829  -0.0930
C -0.499550 -1.118091 0.091219  -0.2638
H 0.072647 -0.966798 -0.984773  0.2087
H 0.846451 1.371907 0.918238  0.3652
H -0.943251 -2.099382 0.143086  0.2273
H -0.752523 0.147725 -1.866184  0.3435
H 2.329450 1.571752 -0.428499  0.2011
H -1.791178 0.631268 0.987110  0.1883
H -2.575182 -0.433119 -0.241085  0.2026
H 0.253358 -0.854263 2.146026  0.3853
H -0.501413 1.590643 -0.784913  0.3284

Cartesian forces (eV/Å) of the 2 atoms listed first:
1.02 -0.23 -0.61
-0.04 -0.76 -1.54


Number 1: E_tot -851.12023 a.u.. Number 2: E_tot -735.10667 a.u.. Number 3: E_tot -625.01266 a.u.. Number 4: E_tot -682.01732 a.u..